Record 1
5 unconnected molecules or ions with the total composition C20H31BrCl8N3O3P, computed with ωB97M-V/def2-TZVPD.

Calculated values
LUMO level   -0.53 eV
Multiplicity   1
SMILES string   CCCCNc1cc(P(O)Br)c2c(c1N)C(=O)NC2=O.ClCCCl.ClCCCl.ClCCCl.ClCCCl
Energy   -211369.9082 eV
HOMO-LUMO gap   8.16 eV

Positions of all 67 atoms, in Å:
C  0.286  0.170  -1.530
C  0.473  -1.223  -0.950
C  0.451  -2.365  -1.980
C  -0.651  -2.306  -3.044
N  -1.827  -3.158  -2.770
C  -3.004  -2.450  -2.387
C  -3.038  -1.554  -1.326
C  -4.180  -0.822  -0.957
P  -4.095  0.343  0.456
O  -2.458  0.562  0.484
Br  -4.740  2.318  -0.377
C  -5.327  -1.078  -1.700
C  -5.328  -1.973  -2.761
C  -4.180  -2.663  -3.145
N  -4.184  -3.560  -4.220
C  -6.681  -2.019  -3.354
O  -7.076  -2.681  -4.274
N  -7.456  -1.162  -2.579
C  -6.713  -0.539  -1.566
O  -7.177  0.213  -0.764
H  0.372  0.929  -0.758
H  -0.709  0.291  -1.960
H  1.021  0.349  -2.313
H  1.455  -1.241  -0.489
H  -0.214  -1.429  -0.132
H  1.434  -2.480  -2.430
H  0.284  -3.283  -1.413
H  -1.011  -1.301  -3.235
H  -0.216  -2.650  -3.984
H  -1.607  -3.897  -2.118
H  -2.139  -1.371  -0.756
H  -2.203  1.126  -0.261
H  -3.423  -3.336  -4.848
H  -5.066  -3.479  -4.716
H  -8.215  -0.654  -3.009
Cl  1.003  1.079  2.153
C  -0.432  1.068  3.222
C  -0.264  2.066  4.334
Cl  1.014  1.573  5.476
H  -0.573  0.057  3.596
H  -1.289  1.329  2.605
H  -1.185  2.160  4.908
H  0.001  3.041  3.939
Cl  1.632  -2.933  1.744
C  3.375  -3.009  2.113
C  4.024  -1.649  2.081
Cl  4.098  -0.976  0.428
H  3.839  -3.690  1.404
H  3.468  -3.432  3.112
H  5.051  -1.726  2.435
H  3.491  -0.937  2.706
Cl  1.232  5.123  2.863
C  2.990  4.818  2.799
C  3.453  3.761  3.766
Cl  3.306  4.274  5.471
H  3.488  5.766  2.987
H  3.216  4.499  1.784
H  4.503  3.550  3.569
H  2.897  2.831  3.662
Cl  3.638  3.055  -0.729
C  5.412  2.913  -0.841
C  5.968  1.952  0.176
Cl  5.819  2.567  1.847
H  5.838  3.906  -0.726
H  5.638  2.550  -1.842
H  7.030  1.796  -0.008
H  5.462  0.991  0.133

Atomic partial charges in e from the Mulliken method, atoms 1 to 8: -1.31 0.81 -0.78 -0.79 -0.26 -0.98 0.08 -0.76

Record 2
A molecular structure, C20H31F5O8P2Pt at a distorted geometry, computed with ωB97M-V/def2-TZVPD.

Calculated values
LUMO level (alpha / beta)   -9.65 / -9.65 eV
Energy relative to the best compared isomer or geometry (same formula, charge and spin)   79.10 kcal/mol
Multiplicity   1
Total charge   +2
Energy   -73020.5356 eV
HOMO-LUMO gap (alpha / beta)   5.86 / 5.86 eV

Positions of all 67 atoms, in Å:
Pt  1.912  0.217  0.965
C  1.934  -3.151  -2.571
C  0.423  -3.181  -2.588
C  -0.186  -3.233  -3.967
O  -0.132  -2.006  -1.840
P  0.297  -0.528  -1.870
O  1.537  -0.191  -1.060
C  -1.120  0.311  -1.151
P  -1.432  -0.200  0.544
O  -0.102  -0.346  1.267
O  -2.129  -1.569  0.526
C  -3.586  -1.815  0.287
C  -4.221  -2.162  1.607
C  -3.669  -2.911  -0.744
O  -2.417  0.863  1.106
C  -2.374  1.702  2.329
C  -2.260  0.854  3.577
C  -1.287  2.742  2.176
O  0.456  -0.093  -3.345
C  1.413  0.923  -3.875
C  1.305  0.844  -5.375
C  1.080  2.288  -3.320
H  2.308  -4.054  -3.052
H  2.320  -3.115  -1.553
H  2.323  -2.292  -3.124
H  0.059  -4.013  -1.992
H  0.115  -2.378  -4.570
H  -1.275  -3.253  -3.912
H  0.150  -4.143  -4.464
H  -1.994  0.101  -1.773
H  -0.928  1.387  -1.148
H  -4.016  -0.892  -0.106
H  -3.723  -3.025  2.052
H  -5.271  -2.408  1.446
H  -4.169  -1.329  2.306
H  -3.327  -3.859  -0.324
H  -3.057  -2.677  -1.617
H  -4.704  -3.028  -1.066
H  -3.343  2.190  2.307
H  -1.308  0.323  3.611
H  -3.060  0.119  3.630
H  -2.335  1.501  4.453
H  -0.300  2.268  2.191
H  -1.350  3.450  3.004
H  -1.396  3.301  1.246
H  2.404  0.612  -3.547
H  0.298  1.106  -5.703
H  1.534  -0.160  -5.731
H  2.013  1.539  -5.826
H  0.067  2.585  -3.599
H  1.776  3.020  -3.731
H  1.178  2.316  -2.231
O  3.951  0.566  3.092
C  4.235  -0.420  2.364
O  3.520  -0.841  1.420
H  5.143  -0.974  2.583
F  3.058  3.034  0.941
C  2.761  2.674  2.174
C  2.235  1.351  2.414
C  1.879  1.039  3.847
F  1.358  -0.110  4.104
C  2.037  1.955  4.876
F  1.699  1.659  6.117
C  2.565  3.174  4.551
F  2.745  4.073  5.461
C  2.941  3.536  3.188
F  3.441  4.731  3.012

Atomic partial charges in e from the Mulliken method, atoms 1 to 8: 1.88 -1.26 0.54 -1.16 0.00 -0.03 -0.73 -0.42

Record 3
A single C20H31N3O molecule, computed with ωB97M-V/def2-TZVPD.

Calculated values
LUMO level   0.70 eV
Energy relative to the best compared isomer or geometry (same formula, charge and spin)   0.35 kcal/mol
Multiplicity   1
SMILES string   NC1=NC[C@H](Cc2ccc(O)cc2)N1CCCCC1CCCCC1
Energy   -27762.0653 eV
HOMO-LUMO gap   8.73 eV

Positions of all 55 atoms, in Å:
N  1.123  -0.690  -3.682
C  1.096  -1.807  -2.883
N  0.819  -2.964  -3.346
C  0.961  -3.922  -2.277
C  1.326  -3.096  -1.015
C  0.271  -3.261  0.091
C  0.597  -2.500  1.343
C  1.699  -2.848  2.116
C  2.021  -2.141  3.259
C  1.233  -1.069  3.660
O  1.510  -0.341  4.777
C  0.118  -0.722  2.905
C  -0.189  -1.434  1.762
N  1.367  -1.725  -1.523
C  2.380  -0.851  -0.959
C  2.086  0.644  -1.083
C  0.693  1.002  -0.570
C  0.382  2.483  -0.773
C  -1.035  2.912  -0.372
C  -1.346  2.624  1.097
C  -2.716  3.182  1.472
C  -3.798  2.573  0.586
C  -3.491  2.831  -0.886
C  -2.116  2.277  -1.250
H  0.718  0.138  -3.274
H  0.765  -0.898  -4.603
H  0.016  -4.457  -2.147
H  1.730  -4.656  -2.538
H  2.311  -3.382  -0.625
H  0.201  -4.327  0.321
H  -0.692  -2.929  -0.302
H  2.316  -3.686  1.822
H  2.884  -2.423  3.848
H  2.297  -0.694  5.210
H  -0.493  0.104  3.234
H  -1.060  -1.161  1.185
H  3.363  -1.059  -1.413
H  2.437  -1.099  0.104
H  2.837  1.174  -0.492
H  2.208  0.966  -2.118
H  -0.043  0.387  -1.089
H  0.643  0.753  0.490
H  0.532  2.738  -1.827
H  1.100  3.070  -0.194
H  -1.089  3.999  -0.518
H  -0.575  3.066  1.733
H  -1.345  1.546  1.266
H  -2.930  2.968  2.522
H  -2.714  4.268  1.348
H  -4.772  2.996  0.843
H  -3.845  1.496  0.762
H  -4.256  2.367  -1.512
H  -3.510  3.907  -1.076
H  -2.121  1.195  -1.106
H  -1.904  2.478  -2.303

Atomic partial charges in e from the Mulliken method, atoms 1 to 8: -0.42 0.22 -0.84 -0.50 -0.15 -1.33 -0.02 -0.28